Entry 1:
Entry from the OMol25 dataset: one molecule with the formula C4H7NO (ωB97M-V/def2-TZVPD).

Values from the calculation:
Kohn-Sham gap, eV: 10.27
SMILES string: CN1CC(=O)C1
Largest force on an atom, hartree/bohr: 0.0115
Relative energy (zero: lowest compared OMol25 entry of this formula, charge and spin), kcal/mol: 47.7

ORCA input file:
```
! RIJCOSX wB97M-V def2-TZVPD def2/J DEFGRID3
* xyz 0 1
C 0.820 0.615 1.170
C -0.177 -1.242 -0.048
C -0.092 0.621 -1.091
H 1.400 1.536 1.059
H 0.318 0.568 -2.106
H -0.474 -1.569 0.955
H -0.182 0.883 1.562
H -0.330 1.663 -0.850
H 1.325 -0.011 1.913
O -2.375 -0.461 -1.020
H 0.196 -2.103 -0.616
N 0.764 -0.091 -0.102
C -1.193 -0.408 -0.827
*
```

=====

Entry 2:
Entry from the OMol25 dataset: a 2-piece molecular cluster, C4H7NO overall at a distorted geometry (ωB97M-V/def2-TZVPD).

Values from the calculation:
Kohn-Sham gap, eV: 10.38
SMILES string: C=CCC#N.O
Largest force on an atom, hartree/bohr: 0.0268
Relative energy (zero: lowest compared OMol25 entry of this formula, charge and spin), kcal/mol: 58.4

ORCA input file:
```
! RIJCOSX wB97M-V def2-TZVPD def2/J DEFGRID3
* xyz 0 1
C -1.388 -0.171 0.166
C -0.046 -0.233 -0.530
H 2.726 -1.021 0.589
H 1.185 -1.126 0.655
C -2.169 0.884 -0.493
O 1.975 -0.834 1.164
H 0.027 -0.840 -1.426
H -1.948 -1.109 0.112
H 0.870 1.307 0.622
N -2.720 1.735 -1.051
H 1.840 0.704 -0.816
C 0.933 0.624 -0.222
H -1.286 0.082 1.229
*
```

=====

Entry 3:
Entry from the OMol25 dataset: a 2-piece molecular cluster, C4H7NO overall (ωB97M-V/def2-TZVPD).

Values from the calculation:
Kohn-Sham gap, eV: 9.73
SMILES string: C=C=N.C=CO
Largest force on an atom, hartree/bohr: 0.0146
Relative energy (zero: lowest compared OMol25 entry of this formula, charge and spin), kcal/mol: 97.7

ORCA input file:
```
! RIJCOSX wB97M-V def2-TZVPD def2/J DEFGRID3
* xyz 0 1
C 1.305 0.576 -1.023
H -0.932 -0.751 -0.592
N -0.460 -1.059 -1.650
H -2.013 -0.124 0.847
O -0.402 -1.289 1.587
C -0.927 -0.244 0.832
H 1.375 1.585 -1.416
H -0.736 -2.124 1.238
C 0.496 -0.328 -1.621
C -0.124 0.872 0.701
H -0.576 1.795 0.351
H 2.194 0.183 -0.536
H 0.773 0.964 1.304
*
```

=====

Entry 4:
Entry from the OMol25 dataset: one molecule with the formula C4H7NO (ωB97M-V/def2-TZVPD).

Values from the calculation:
Kohn-Sham gap, eV: 10.72
SMILES string: C1N[C@H]1[C@H]1CO1
Largest force on an atom, hartree/bohr: 0.0063
Relative energy (zero: lowest compared OMol25 entry of this formula, charge and spin), kcal/mol: 73.2

ORCA input file:
```
! RIJCOSX wB97M-V def2-TZVPD def2/J DEFGRID3
* xyz 0 1
C 1.957 0.164 0.340
C -0.555 0.399 -0.625
H 2.870 -0.401 0.138
H -1.447 -1.190 0.542
N -1.469 0.976 0.347
C 0.733 -0.307 -0.303
H -1.101 0.957 1.294
O 0.977 -0.574 1.068
H 2.096 1.202 0.635
C -1.717 -0.378 -0.136
H -2.592 -0.560 -0.754
H 0.841 -1.180 -0.952
H -0.593 0.890 -1.596
*
```

=====

Entry 5:
Entry from the OMol25 dataset: one molecule with the formula C4H7NO at a distorted geometry (ωB97M-V/def2-TZVPD).

Values from the calculation:
Kohn-Sham gap, eV: 11.22
SMILES string: COCCC#N
Largest force on an atom, hartree/bohr: 0.0227
Relative energy (zero: lowest compared OMol25 entry of this formula, charge and spin), kcal/mol: 37.2

ORCA input file:
```
! RIJCOSX wB97M-V def2-TZVPD def2/J DEFGRID3
* xyz 0 1
H 1.393 0.266 1.213
H 2.218 1.286 0.003
H -0.229 1.242 -0.369
C 1.913 0.258 0.244
C -1.146 -0.720 -0.023
C -2.199 -0.021 0.713
N -3.003 0.546 1.322
H -0.507 0.306 -1.844
C -0.196 0.230 -0.797
H -0.551 -1.295 0.695
O 1.114 -0.281 -0.785
H 2.800 -0.371 0.327
H -1.607 -1.446 -0.699
*
```

=====

Entry 6:
Entry from the OMol25 dataset: C4H7NO as an isolated structure at a distorted geometry (ωB97M-V/def2-TZVPD).

Values from the calculation:
Kohn-Sham gap, eV: 9.98
Largest force on an atom, hartree/bohr: 0.1313
Relative energy (zero: lowest compared OMol25 entry of this formula, charge and spin), kcal/mol: 124.1

ORCA input file:
```
! RIJCOSX wB97M-V def2-TZVPD def2/J DEFGRID3
* xyz 0 1
H 1.083 1.663 -0.697
C 0.837 0.613 -0.713
N -0.949 0.328 -0.888
C -0.812 0.787 0.568
H -1.372 -1.539 0.148
H -1.658 0.458 1.181
C -0.554 -1.046 -0.385
H 0.612 0.199 -1.807
C 0.389 -0.145 0.442
H -0.631 1.861 0.686
H -0.127 -1.692 -1.161
H 1.946 -1.025 1.139
O 1.237 -0.461 1.486
*
```

=====

Entry 7:
Entry from the OMol25 dataset: one molecule with the formula C4H7NO at a distorted geometry (ωB97M-V/def2-TZVPD).

Values from the calculation:
Kohn-Sham gap, eV: 9.08
SMILES string: C=C(N)C(=C)O
Largest force on an atom, hartree/bohr: 0.1038
Relative energy (zero: lowest compared OMol25 entry of this formula, charge and spin), kcal/mol: 67.8

ORCA input file:
```
! RIJCOSX wB97M-V def2-TZVPD def2/J DEFGRID3
* xyz 0 1
H 0.470 -1.165 -1.662
O 0.571 -1.619 -0.809
H -1.787 1.121 -0.446
H 2.219 0.054 0.118
C -1.024 -1.303 1.188
H 1.838 1.694 -0.533
C -0.737 1.387 -0.438
C 0.236 0.472 -0.180
H -1.138 -2.380 1.276
H -1.529 -0.675 1.917
N 1.577 0.781 -0.181
C -0.199 -0.802 0.300
H -0.497 2.437 -0.550
*
```

=====

Entry 8:
Entry from the OMol25 dataset: one molecule with the formula C4H7NO at a distorted geometry (ωB97M-V/def2-TZVPD).

Values from the calculation:
Kohn-Sham gap, eV: 8.88
SMILES string: CN=C=C(C)O
Largest force on an atom, hartree/bohr: 0.0333
Relative energy (zero: lowest compared OMol25 entry of this formula, charge and spin), kcal/mol: 101.2

ORCA input file:
```
! RIJCOSX wB97M-V def2-TZVPD def2/J DEFGRID3
* xyz 0 1
C 1.733 0.218 -0.262
N -1.713 0.851 -0.745
C -1.661 -0.878 -0.540
H 1.581 0.127 -1.341
H -0.278 0.783 2.188
H -0.773 -0.979 -1.140
H 2.097 -0.741 0.127
O 0.574 0.554 1.792
H -2.306 -1.753 -0.783
C -0.621 1.083 -0.195
H -1.600 -0.830 0.534
H 2.503 0.969 -0.068
C 0.464 0.596 0.433
*
```

=====

Entry 9:
Entry from the OMol25 dataset: C4H7NO as an isolated structure (ωB97M-V/def2-TZVPD).

Values from the calculation:
Kohn-Sham gap (alpha / beta), eV: 7.57 / 7.57
Largest force on an atom, hartree/bohr: 0.0134
Relative energy (zero: lowest compared OMol25 entry of this formula, charge and spin), kcal/mol: 144.2

ORCA input file:
```
! RIJCOSX wB97M-V def2-TZVPD def2/J DEFGRID3
* xyz 0 1
C 0.432 1.309 0.685
C -0.605 -0.293 -1.170
H 1.208 -1.500 0.710
H 0.502 2.177 0.009
H -1.819 -0.927 0.563
N 0.640 0.153 -0.615
C 0.443 -0.719 0.695
H -0.550 1.315 1.160
C -0.881 -1.165 0.046
H 1.219 1.371 1.437
H -0.908 -2.225 -0.231
O -1.149 0.032 -2.191
H 1.470 0.353 -1.173
*
```

=====

Entry 10:
Entry from the OMol25 dataset: one molecule with the formula C4H7NO at a distorted geometry (ωB97M-V/def2-TZVPD).

Values from the calculation:
Kohn-Sham gap, eV: 9.47
Largest force on an atom, hartree/bohr: 0.0709
Relative energy (zero: lowest compared OMol25 entry of this formula, charge and spin), kcal/mol: 95.8

ORCA input file:
```
! RIJCOSX wB97M-V def2-TZVPD def2/J DEFGRID3
* xyz 0 1
H 2.848 -0.044 -0.236
H 0.008 -1.196 -0.903
C -2.070 -0.046 0.067
N -1.834 0.404 -1.184
H 1.951 -1.458 0.354
C 0.779 0.493 0.098
H -2.645 -0.970 0.155
C 2.044 -0.363 0.432
H 2.306 -0.141 1.469
C -0.304 -0.448 -0.162
H -2.205 0.656 0.900
H -1.642 1.407 -1.148
O 0.779 1.711 0.139
*
```

=====

Entry 11:
Entry from the OMol25 dataset: a 2-piece molecular cluster, C4H7NO overall at a distorted geometry (ωB97M-V/def2-TZVPD).

Values from the calculation:
Kohn-Sham gap, eV: 10.88
Largest force on an atom, hartree/bohr: 0.0638
Relative energy (zero: lowest compared OMol25 entry of this formula, charge and spin), kcal/mol: 58.8

ORCA input file:
```
! RIJCOSX wB97M-V def2-TZVPD def2/J DEFGRID3
* xyz 0 1
H -2.416 0.662 1.174
C -3.024 -0.325 -0.565
C 0.096 -1.161 -0.410
O -0.465 1.041 0.640
H 2.519 0.080 -0.107
H 2.109 1.313 1.015
H -0.615 -1.021 -1.181
C 0.363 0.331 0.162
C 1.829 0.855 0.054
H 1.914 1.628 -0.748
H 0.994 -1.758 -0.895
H -0.344 -1.780 0.352
N -2.959 0.134 0.508
*
```

=====

Entry 12:
Entry from the OMol25 dataset: one molecule with the formula C4H7NO at a distorted geometry (ωB97M-V/def2-TZVPD).

Values from the calculation:
Kohn-Sham gap, eV: 9.21
Largest force on an atom, hartree/bohr: 0.0391
Relative energy (zero: lowest compared OMol25 entry of this formula, charge and spin), kcal/mol: 68.1

ORCA input file:
```
! RIJCOSX wB97M-V def2-TZVPD def2/J DEFGRID3
* xyz 0 1
H 0.171 1.597 1.216
C -0.735 1.266 0.691
N 1.291 -0.927 0.202
H -1.237 2.160 0.287
H 1.046 -0.295 -1.846
H 0.610 -2.689 0.896
H -1.279 0.138 -1.131
C 0.934 0.086 -0.820
O -0.862 -1.634 -0.102
H 1.615 0.939 -0.680
C 0.342 -1.786 0.339
H -1.425 0.818 1.408
C -0.471 0.327 -0.457
*
```

=====

Entry 13:
Entry from the OMol25 dataset: one molecule with the formula C4H7NO at a distorted geometry (ωB97M-V/def2-TZVPD).

Values from the calculation:
Kohn-Sham gap, eV: 9.83
SMILES string: C/C=N/CC=O
Largest force on an atom, hartree/bohr: 0.0202
Relative energy (zero: lowest compared OMol25 entry of this formula, charge and spin), kcal/mol: 69.7

ORCA input file:
```
! RIJCOSX wB97M-V def2-TZVPD def2/J DEFGRID3
* xyz 0 1
N 0.013 -0.315 0.610
C 0.580 0.764 0.258
O -3.124 -0.002 0.075
H -0.989 0.048 -1.255
C -2.232 -0.794 0.258
H 2.603 1.401 0.808
H 0.035 1.567 -0.267
C -0.929 -0.678 -0.432
H -0.445 -1.586 -0.817
H 2.264 0.913 -0.883
C 2.057 0.711 0.180
H 2.320 -0.334 0.369
H -2.243 -1.563 1.053
*
```

=====

Entry 14:
Entry from the OMol25 dataset: one molecule with the formula C4H7NO (ωB97M-V/def2-TZVPD).

Values from the calculation:
Kohn-Sham gap (alpha / beta), eV: 7.79 / 7.79
Largest force on an atom, hartree/bohr: 0.0061
Relative energy (zero: lowest compared OMol25 entry of this formula, charge and spin), kcal/mol: 67.0

ORCA input file:
```
! RIJCOSX wB97M-V def2-TZVPD def2/J DEFGRID3
* xyz 0 1
H -0.146 2.231 -0.526
N 0.207 0.296 0.116
C -0.260 -0.931 0.488
H 1.706 0.115 -1.337
H -2.072 -0.614 -0.589
C -0.537 1.371 0.001
C 1.622 0.381 -0.281
O -2.132 -2.376 0.427
H 2.193 -0.332 0.314
H 1.996 1.391 -0.107
H 0.456 -1.634 0.894
C -1.579 -1.331 0.114
H -1.533 1.366 0.420
*
```

=====

Entry 15:
Entry from the OMol25 dataset: a 2-piece molecular cluster, C4H7NO overall at a distorted geometry (ωB97M-V/def2-TZVPD).

Values from the calculation:
Kohn-Sham gap, eV: 8.29
Largest force on an atom, hartree/bohr: 0.0200
Relative energy (zero: lowest compared OMol25 entry of this formula, charge and spin), kcal/mol: 153.8

ORCA input file:
```
! RIJCOSX wB97M-V def2-TZVPD def2/J DEFGRID3
* xyz 0 1
C 1.764 1.043 0.762
H 1.585 2.110 0.782
H 0.045 -1.562 -0.657
H -1.972 -0.663 1.276
H -2.371 0.422 -0.127
O -0.241 0.161 0.500
C 1.998 0.437 -0.428
H -2.192 -1.351 -0.347
H -0.517 -0.015 -1.570
C -1.856 -0.470 0.216
N 1.790 -0.203 -1.412
C -0.178 -0.502 -0.664
H 2.145 0.594 1.670
*
```

=====

Entry 16:
Entry from the OMol25 dataset: one molecule with the formula C4H7NO at a distorted geometry (ωB97M-V/def2-TZVPD).

Values from the calculation:
Kohn-Sham gap, eV: 9.99
SMILES string: C=C/C=N\OC
Largest force on an atom, hartree/bohr: 0.0742
Relative energy (zero: lowest compared OMol25 entry of this formula, charge and spin), kcal/mol: 105.2

ORCA input file:
```
! RIJCOSX wB97M-V def2-TZVPD def2/J DEFGRID3
* xyz 0 1
O -1.010 0.358 -0.060
C 1.771 1.162 -0.095
H 0.993 -2.168 -0.103
H -2.606 -0.296 1.017
H -2.895 0.082 -0.864
H 2.822 -0.659 0.810
C -2.374 0.351 0.144
H -2.678 1.389 0.516
N -0.493 -0.920 -0.177
H 2.619 1.799 0.135
C 0.775 -1.103 -0.068
C 1.893 -0.142 0.163
H 0.886 1.820 -0.657
*
```

=====

Entry 17:
Entry from the OMol25 dataset: one molecule with the formula C4H7NO (ωB97M-V/def2-TZVPD).

Values from the calculation:
Kohn-Sham gap, eV: 10.87
SMILES string: NC(=O)C1CC1
Largest force on an atom, hartree/bohr: 0.0075
Relative energy (zero: lowest compared OMol25 entry of this formula, charge and spin), kcal/mol: 16.6

ORCA input file:
```
! RIJCOSX wB97M-V def2-TZVPD def2/J DEFGRID3
* xyz 0 1
C -1.402 0.552 0.494
H -0.039 -1.154 0.989
H -1.227 1.590 0.226
H -2.037 0.380 1.357
H 2.284 -1.195 0.282
N 2.225 -0.196 0.157
O 0.986 1.496 -0.695
C 1.033 0.403 -0.154
H -1.290 -0.064 -1.639
C -0.195 -0.329 0.298
C -1.391 -0.433 -0.623
H -2.000 -1.327 -0.517
H 3.052 0.278 -0.175
*
```

=====

Entry 18:
Entry from the OMol25 dataset: one molecule with the formula C4H7NO at a distorted geometry (ωB97M-V/def2-TZVPD).

Values from the calculation:
Kohn-Sham gap, eV: 10.66
SMILES string: C[C@@]1(C=O)CN1
Largest force on an atom, hartree/bohr: 0.0344
Relative energy (zero: lowest compared OMol25 entry of this formula, charge and spin), kcal/mol: 53.8

ORCA input file:
```
! RIJCOSX wB97M-V def2-TZVPD def2/J DEFGRID3
* xyz 0 1
H 0.693 1.625 0.376
N -0.392 0.740 -1.248
C -0.298 1.345 0.066
H -1.202 1.759 0.518
C -0.049 -0.115 -0.121
C -1.051 -0.951 0.561
C 1.406 -0.559 -0.112
H -0.621 -1.479 1.440
H 1.570 -1.051 -1.070
O -2.226 -1.005 0.276
H 1.628 -1.244 0.714
H -1.380 0.588 -1.470
H 2.151 0.253 -0.052
*
```